# 1
The following is a DFT calculation (ωB97M-V/def2-TZVPD) of a 2-piece molecular cluster, C2H10N4 overall in a non-equilibrium geometry.

Its strongest force on any atom is 2.7 eV Å⁻¹. Its net charge is +2. The energy above the lowest of the compared OMol25 structures with the same formula, charge and spin is 43.0 kJ/mol. Its HOMO energy is -0.6915 Ha. As for the total energy: -300.54817 a.u. Its lowest unoccupied orbital energy is -7.64 eV. The value obtained for the HOMO-LUMO gap is 11.1742 eV.

Positions of all 16 atoms, in Å:
N  -1.133  0.836  -2.048
N  2.527  -0.684  0.780
N  -2.100  -0.633  -0.509
N  1.031  0.393  2.284
C  1.351  -0.480  1.342
C  -1.023  0.084  -0.673
H  -0.746  1.764  -1.725
H  -2.913  -0.666  -1.110
H  1.679  1.016  2.713
H  0.084  0.356  2.691
H  3.333  -0.147  0.732
H  0.656  -1.334  1.329
H  2.769  -1.526  0.268
H  -0.552  0.380  -2.817
H  -2.150  -0.974  0.416
H  -2.063  0.942  -2.496

=====

# 2
The following is a DFT calculation (ωB97M-V/def2-TZVPD) of a 2-piece molecular cluster, C4H12 overall.

Its SMILES is CC.CC. Its strongest force on any atom is 0.5 eV Å⁻¹. The energy above the lowest of the compared OMol25 structures with the same formula, charge and spin is 3.1 kJ/mol. Its HOMO energy is -0.4336 Ha. As for the total energy: -159.58380 a.u. Its lowest unoccupied orbital energy is 1.15 eV. The value obtained for the HOMO-LUMO gap is 12.9476 eV.

Positions of all 16 atoms, in Å:
C  -1.235  1.293  -0.737
C  1.731  -2.134  1.853
C  -1.874  1.869  -2.000
C  1.344  -1.031  0.874
H  1.494  -1.813  2.870
H  -2.840  1.406  -2.194
H  -1.147  0.208  -0.801
H  -2.050  2.943  -1.904
H  1.490  -1.310  -0.171
H  -0.216  1.653  -0.612
H  0.299  -0.768  0.998
H  2.775  -2.429  1.780
H  -1.834  1.539  0.143
H  1.111  -3.010  1.681
H  -1.259  1.672  -2.889
H  1.917  -0.118  1.032